Molecular formula: C31H49N8OSc
Method: DFT, wB97M-V/def2-TZVPD

## Properties
E_HOMO	-13.26	eV
total charge	+2
orbital gap	8.197	eV
energy relative to the best compared isomer or geometry (same formula, charge and spin)	0.161	eV

Atoms and positions in Å:
1 H -4.547312 -0.668080 -0.672252
2 H -0.134542 -1.616741 -2.799012
3 C 2.742048 1.516891 -4.696826
4 H 4.204046 0.934707 -1.692734
5 C 3.582375 0.964651 -3.736556
6 C 1.593127 1.639612 3.264056
7 C 4.018030 0.954734 3.078388
8 N 0.244633 1.218098 2.756399
9 C -4.834340 -1.424923 0.083079
10 C 4.659865 -0.715181 1.451519
11 N 1.061991 2.224815 0.039008
12 H -0.130798 -3.124962 0.081695
13 N -1.843083 -1.115866 -0.040506
14 H 3.105597 -1.049317 -1.023952
15 H -1.917946 1.485399 -4.397220
16 C 0.239035 -1.020672 3.738746
17 C -0.373457 -0.038649 -4.175530
18 C -1.655993 0.706101 -3.750362
19 C 2.490803 2.246651 -2.000105
20 H 4.426907 0.314212 -4.027301
21 H 1.662810 2.685848 2.985988
22 N 1.353703 -1.720336 -0.154344
23 H 0.288739 0.638662 -4.689757
24 C 0.193605 -0.586313 -2.916821
25 C -3.520468 -3.364919 -0.892556
26 C 2.820273 -1.540054 -0.101942
27 H -4.226695 3.243276 1.650856
28 H 0.473319 4.189480 -0.243220
29 O -0.294700 0.207740 -1.842147
30 H -0.639664 2.193305 -2.582356
31 H -5.418215 -3.759759 1.292881
32 H -1.608474 -1.754224 -0.831277
33 H -1.967863 1.418419 -1.685223
34 C -1.134903 2.947373 0.538819
35 H -0.959796 -1.823384 2.204621
36 H 3.168011 1.995405 -0.043162
37 H 2.841858 1.263363 -5.725528
38 H -0.574933 0.838666 4.670098
39 C 2.707042 0.841793 2.632439
40 H -2.461957 -0.381540 -0.361036
41 H 4.310276 1.646350 3.844319
42 H -3.239726 0.769968 1.642734
43 C 4.996676 0.164766 2.478406
44 C 1.724439 2.839404 -2.971102
45 H -0.304671 2.058549 2.664085
46 H 2.509652 3.679291 -0.432610
47 H -2.239773 4.872607 0.674085
48 C 0.188275 3.194828 0.059033
49 C -2.207776 3.792353 0.906172
50 Sc 0.192925 0.217763 0.677330
51 H 3.303192 -2.541891 -0.153111
52 H 1.290928 -0.490051 -2.968271
53 H 1.504038 -3.788510 0.234127
54 N -1.483904 1.637573 0.789097
55 C 3.475282 1.342525 -2.416588
56 C 1.812331 2.484683 -4.312791
57 C 0.857399 -2.938397 0.522612
58 H 1.672405 1.626945 4.325463
59 H 6.015180 0.311286 2.745848
60 H -4.425767 -2.873374 2.477428
61 H -0.148091 -1.698505 4.503043
62 H 5.377370 -1.332792 0.944680
63 H 0.454138 -3.636307 2.464950
64 C 3.317813 -0.707909 1.032270
65 N 2.374527 0.009614 1.638888
66 C -0.485586 0.357045 3.681560
67 H -2.503664 0.069635 -3.580459
68 H -4.304261 -4.126778 -0.966332
69 C -3.834347 -2.531956 0.366150
70 H -2.519669 -3.798331 -0.834568
71 C -2.704001 1.681238 1.314457
72 H -3.504333 -2.754022 -1.795050
73 H 1.173066 -1.814448 -1.150024
74 H 1.152835 2.979008 -4.997676
75 N -2.581341 -1.930668 0.919212
76 H 1.319647 -0.890130 3.892470
77 H 1.820754 -2.564332 2.418440
78 C -1.186920 1.249422 -2.425605
79 H -2.827980 -1.251074 1.620020
80 H -0.534524 -0.852428 -4.904226
81 C 0.826996 -2.747348 2.008276
82 C 2.401141 2.590326 -0.537517
83 H -5.041577 -0.876207 0.999494
84 N 0.010212 -1.576899 2.358081
85 H 1.034282 3.592276 -2.618135
86 H -1.511063 0.231783 3.305801
87 C -4.401689 -3.416836 1.497181
88 H -5.764024 -1.856173 -0.280104
89 H -3.776087 -4.322216 1.589014
90 C -3.217682 2.954065 1.362574

Cartesian forces (eV/Å) of the 2 atoms listed first:
0.184 -0.458 0.179
0.085 -0.311 0.274